{"formula": "C33H31IrN8O2", "method": "ωB97M-V/def2-TZVPD", "homo_ev": [-15.71, -15.71], "s_squared": 0.778, "e_tot_ev": -53551.28415, "total_charge": 3, "de_lowest_kcal_mol": 0.0, "lumo_energy_ev": [-9.617, -11.993], "multiplicity": 2, "largest_force_ha_per_bohr": 0.0137, "elements": ["Ir", "N", "C", "C", "C", "N", "H", "H", "H", "H", "H", "H", "H", "H", "H", "H", "O", "C", "O", "C", "C", "C", "C", "C", "C", "N", "C", "C", "C", "C", "C", "C", "N", "H", "H", "H", "H", "H", "H", "H", "H", "H", "H", "N", "C", "C", "C", "C", "C", "C", "C", "H", "H", "H", "H", "N", "C", "C", "C", "C", "C", "C", "C", "N", "C", "C", "N", "C", "H", "H", "H", "H", "H", "H", "H"], "positions_angstrom": [[0.26674, 0.69130, 0.14915], [2.17826, 0.77612, 0.97597], [2.77675, -0.48392, 1.50565], [2.94327, -1.52965, 0.41590], [1.64984, -2.16191, -0.07488], [0.82570, -1.22359, -0.88125], [2.81480, 1.12599, 0.25936], [2.18411, 1.49034, 1.70291], [2.13054, -0.85393, 2.30009], [3.74245, -0.24087, 1.95114], [3.57235, -2.32375, 0.82032], [3.50788, -1.10715, -0.42421], [1.04796, -2.48826, 0.77381], [1.87875, -3.05066, -0.66491], [-0.03868, -1.69378, -1.13877], [1.28476, -1.01294, -1.76143], [-0.85457, -3.11240, -9.03362], [0.12788, -2.43193, -8.52207], [1.23250, -2.35089, -9.00660], [0.13617, -1.72794, -7.21361], [0.00283, -2.43780, -5.99673], [0.16071, -1.76851, -4.81980], [0.52813, -0.39161, -4.81100], [0.63768, 0.31480, -6.02943], [0.48927, -0.35057, -7.21303], [0.71538, 0.23786, -3.59727], [1.68418, 1.05689, -3.44321], [1.83078, 2.10956, -2.42376], [2.64604, 3.13579, -2.88507], [2.65259, 4.38591, -2.27260], [1.79734, 4.55955, -1.21390], [1.07063, 3.46614, -0.74436], [1.09131, 2.23733, -1.27643], [-1.69525, -3.00772, -8.56181], [-0.23797, -3.49307, -6.00587], [0.02412, -2.28012, -3.87690], [0.84104, 1.37705, -6.02655], [0.63119, 0.15598, -8.15885], [2.47358, 1.09983, -4.19735], [3.24674, 2.97472, -3.76996], [3.28175, 5.18415, -2.64244], [1.69487, 5.50719, -0.70325], [0.46697, 3.59869, 0.13871], [-3.08033, 5.64558, 4.51842], [-2.53618, 4.88663, 3.85078], [-1.85490, 3.93793, 3.01546], [-2.40675, 3.56045, 1.79170], [-1.73826, 2.64644, 0.99435], [-0.50843, 2.09936, 1.38210], [0.00752, 2.46369, 2.62870], [-0.64744, 3.38160, 3.43515], [-3.35258, 3.97991, 1.47614], [-2.18824, 2.37306, 0.04237], [0.91686, 2.02970, 3.03472], [-0.23222, 3.66595, 4.39292], [-2.87414, -4.20826, 9.16711], [-2.69422, -3.76852, 8.12258], [-2.46873, -3.21891, 6.81340], [-2.70967, -3.99897, 5.68436], [-2.47993, -3.47655, 4.42349], [-2.02174, -2.17412, 4.31266], [-1.79398, -1.37851, 5.42421], [-2.01197, -1.90917, 6.68356], [-1.78255, -1.62646, 3.00094], [-2.60963, -1.73788, 1.90979], [-1.99911, -1.07437, 0.89573], [-0.79748, -0.56686, 1.36210], [-0.70780, -0.91937, 2.63811], [-3.06695, -5.01276, 5.79843], [-2.64242, -4.08691, 3.54473], [-1.48607, -0.34614, 5.31546], [-1.84852, -1.30787, 7.56684], [-3.56096, -2.23821, 1.96104], [-2.35007, -0.91304, -0.11043], [0.08550, -0.66966, 3.32101]]}

{"formula": "C28H54ClF3O14P2", "method": "ωB97M-V/def2-TZVPD", "homo_ev": -9.26, "e_tot_ev": -97829.68264, "lumo_energy_ev": 0.066, "smiles": "CP(O)#P(CC(=O)Cl)C(F)(F)F.CCOC(C)=O.CCOC(C)=O.CCOC(C)=O.CCOC(C)=O.CCOC(C)=O.CCOC(C)=O", "largest_force_ha_per_bohr": 0.0241, "elements": ["C", "P", "O", "P", "C", "C", "O", "Cl", "C", "F", "F", "F", "H", "H", "H", "H", "H", "H", "O", "C", "O", "C", "C", "C", "H", "H", "H", "H", "H", "H", "H", "H", "O", "C", "O", "C", "C", "C", "H", "H", "H", "H", "H", "H", "H", "H", "O", "C", "O", "C", "C", "C", "H", "H", "H", "H", "H", "H", "H", "H", "O", "C", "O", "C", "C", "C", "H", "H", "H", "H", "H", "H", "H", "H", "O", "C", "O", "C", "C", "C", "H", "H", "H", "H", "H", "H", "H", "H", "O", "C", "O", "C", "C", "C", "H", "H", "H", "H", "H", "H", "H", "H"], "positions_angstrom": [[-6.54469, 4.40898, -6.75526], [-5.66416, 5.95157, -6.26613], [-5.36902, 6.73591, -7.69969], [-3.67690, 5.37935, -5.56915], [-3.08186, 3.81943, -6.41615], [-3.86718, 2.52678, -6.33458], [-4.14631, 1.90370, -7.30646], [-4.37390, 1.89360, -4.75947], [-4.00287, 5.03445, -3.74213], [-5.23686, 4.60464, -3.43673], [-3.83439, 6.20478, -3.09197], [-3.09472, 4.18023, -3.24375], [-6.41726, 3.65479, -5.97962], [-6.21362, 4.05630, -7.73303], [-7.60539, 4.64735, -6.82676], [-4.49788, 6.50786, -8.04802], [-3.09773, 4.06835, -7.47737], [-2.03842, 3.66169, -6.14025], [-0.01388, 2.97298, 3.35584], [-0.75346, 2.95517, 2.40805], [-0.26093, 2.55402, 1.22558], [-1.06556, 2.31610, 0.06652], [-1.30369, 3.58076, -0.72958], [-2.18033, 3.44497, 2.49413], [-1.99675, 1.81634, 0.33917], [-0.49259, 1.60709, -0.52911], [-1.86585, 4.31878, -0.15525], [-1.85663, 3.35767, -1.63384], [-0.35146, 4.03655, -1.00251], [-2.18811, 4.52486, 2.34844], [-2.55583, 3.22159, 3.49001], [-2.85365, 2.98364, 1.77595], [5.12278, 3.36155, -1.33725], [4.84996, 2.75514, -0.33271], [3.58908, 2.35707, -0.13248], [3.20146, 1.46960, 0.94049], [2.92757, 2.24106, 2.21264], [5.88573, 2.50173, 0.73943], [3.93432, 0.67754, 1.07127], [2.28980, 0.99157, 0.59509], [3.82242, 2.75100, 2.57732], [2.56745, 1.57437, 2.99018], [2.17265, 3.00024, 2.02708], [5.92712, 3.36995, 1.39565], [6.85183, 2.38172, 0.25489], [5.69879, 1.61231, 1.33542], [2.28823, -0.80589, 2.42297], [1.88352, -1.84956, 1.97580], [2.36540, -2.27643, 0.80277], [2.06384, -3.58046, 0.27095], [0.77031, -3.57369, -0.51786], [0.79161, -2.63564, 2.66227], [2.06599, -4.32786, 1.05683], [2.89977, -3.81757, -0.38708], [-0.08261, -3.32533, 0.10747], [0.59173, -4.54913, -0.96410], [0.81635, -2.82848, -1.31309], [-0.17315, -2.24078, 2.34559], [0.89512, -2.49122, 3.73506], [0.82401, -3.70431, 2.46529], [2.20907, -6.46671, 1.68881], [3.23008, -7.09229, 1.58488], [4.38404, -6.41682, 1.44675], [5.67120, -7.04094, 1.49716], [6.09117, -7.58212, 0.14680], [3.23560, -8.60100, 1.52273], [5.69916, -7.80408, 2.27593], [6.35256, -6.25088, 1.80761], [5.41932, -8.36837, -0.19860], [7.10003, -7.99164, 0.19957], [6.07472, -6.78668, -0.59812], [3.06008, -8.90761, 0.49226], [2.42022, -8.96756, 2.14098], [4.15415, -9.05875, 1.88105], [1.19627, 5.16143, 9.36031], [0.44002, 5.15031, 8.42743], [0.89680, 4.77734, 7.21994], [0.03889, 4.55294, 6.09126], [-0.24642, 5.83878, 5.34473], [-0.99127, 5.62022, 8.56646], [-0.87403, 4.03869, 6.39574], [0.58040, 3.87094, 5.44454], [-0.78198, 6.55870, 5.96573], [-0.84668, 5.63340, 4.45836], [0.68781, 6.30684, 5.03463], [-1.01591, 6.70246, 8.44541], [-1.33197, 5.37227, 9.56854], [-1.68104, 5.16530, 7.86002], [-1.95230, -3.93967, -1.45791], [-2.33201, -4.74809, -2.25888], [-1.41788, -5.53347, -2.86456], [-1.76814, -6.64630, -3.69176], [-2.02572, -6.22903, -5.12459], [-3.78433, -4.85188, -2.66298], [-2.60779, -7.19591, -3.26416], [-0.90537, -7.30927, -3.64927], [-2.87793, -5.55343, -5.19982], [-2.22529, -7.10329, -5.74469], [-1.15749, -5.70611, -5.52528], [-3.97834, -4.12724, -3.45292], [-4.39337, -4.59932, -1.79889], [-4.08556, -5.83993, -3.00200]]}

{"formula": "C3H4N4", "method": "ωB97M-V/def2-TZVPD", "homo_ev": -9.09, "e_tot_ev": -9132.48231, "de_lowest_kcal_mol": 100.9, "lumo_energy_ev": -0.084, "smiles": "Nc1ccnnn1", "largest_force_ha_per_bohr": 0.1178, "elements": ["C", "C", "C", "H", "H", "H", "H", "N", "N", "N", "N"], "positions_angstrom": [[-0.61382, -0.11986, 0.13881], [0.31551, 0.84415, 0.22750], [1.67509, 0.66086, 0.08101], [-2.29446, -1.25331, -0.40629], [-2.71640, 0.35991, -0.06266], [-0.14871, 1.77692, 0.15675], [2.44938, 1.35737, -0.10126], [-1.96084, -0.19378, -0.20368], [2.06234, -0.52762, -0.21148], [1.28562, -1.51351, -0.05961], [-0.05371, -1.39114, 0.44089]]}

{"formula": "C2H7NO4", "method": "ωB97M-V/def2-TZVPD", "homo_ev": -10.46, "e_tot_ev": -11866.05044, "de_lowest_kcal_mol": 52.8, "lumo_energy_ev": 0.207, "smiles": "O=CNC=O.O.O", "largest_force_ha_per_bohr": 0.1119, "elements": ["O", "C", "N", "C", "O", "H", "H", "H", "H", "H", "O", "H", "H", "O"], "positions_angstrom": [[-0.13902, 0.48570, 2.12569], [0.14755, -0.15483, 1.15039], [-0.83209, -0.76366, 0.34853], [-1.51671, -0.02311, -0.62918], [-1.21964, 1.17054, -0.96959], [1.16923, -0.22737, 0.73379], [-1.21670, -1.71284, 0.29187], [-2.47580, -0.48313, -0.65811], [2.52022, 4.29240, -0.44536], [2.79165, 4.05327, 1.10818], [3.08262, 4.66229, 0.29457], [-0.05951, -3.43770, -1.18292], [-1.40129, -4.06442, -1.43052], [-0.85051, -3.79714, -0.73734]]}

{"formula": "C44H43GeN4Y", "method": "ωB97M-V/def2-TZVPD", "homo_ev": -5.55, "e_tot_ev": -109843.92301, "de_lowest_kcal_mol": 6.3, "lumo_energy_ev": 0.178, "largest_force_ha_per_bohr": 0.0152, "elements": ["Y", "C", "C", "C", "C", "C", "C", "C", "N", "C", "N", "C", "C", "C", "C", "C", "C", "C", "N", "C", "C", "C", "C", "C", "C", "C", "H", "H", "H", "H", "H", "H", "H", "H", "H", "H", "H", "H", "H", "H", "H", "H", "H", "H", "H", "H", "H", "H", "C", "Ge", "C", "C", "C", "C", "C", "C", "C", "C", "C", "C", "C", "C", "C", "C", "C", "C", "C", "C", "H", "H", "H", "H", "H", "H", "H", "H", "H", "H", "H", "H", "H", "H", "H", "H", "C", "C", "C", "N", "H", "H", "H", "H", "H"], "positions_angstrom": [[-1.04693, 0.52594, 0.37810], [1.73158, -5.43386, 3.68862], [1.30103, -5.79614, 2.29757], [1.48740, -7.07953, 1.79845], [1.09495, -7.42674, 0.51481], [0.52219, -6.46591, -0.30331], [0.34082, -5.17316, 0.16312], [0.70955, -4.84145, 1.46306], [0.55489, -3.53190, 1.98078], [-0.32715, -2.57690, 1.50000], [-1.55338, -3.08138, 1.24541], [-2.69798, -2.53978, 0.58847], [-2.79794, -1.17644, 0.35177], [-3.95692, -0.76355, -0.31709], [-4.96405, -1.64158, -0.69863], [-4.81545, -2.99111, -0.41435], [-3.68430, -3.47276, 0.23112], [-3.55142, -4.94138, 0.53141], [0.02711, -1.31841, 1.41717], [1.42146, -1.05951, 1.67183], [2.36639, -1.34701, 0.69398], [3.70505, -1.06388, 0.90752], [4.09825, -0.49460, 2.10992], [3.15049, -0.21766, 3.08299], [1.79989, -0.48824, 2.88617], [0.78099, -0.14203, 3.92957], [2.03828, -6.32172, 4.23856], [0.92664, -4.94451, 4.23978], [2.57987, -4.74291, 3.68359], [1.94332, -7.82186, 2.44271], [1.24089, -8.43679, 0.15673], [0.22406, -6.71189, -1.31432], [-0.08285, -4.42018, -0.48902], [1.39080, -3.13619, 2.38678], [-1.62884, -4.05253, 1.49769], [-4.11674, 0.29726, -0.52563], [-5.85851, -1.28550, -1.19509], [-5.59344, -3.69326, -0.69293], [-4.42633, -5.48437, 0.17745], [-3.46703, -5.13963, 1.60513], [-2.67347, -5.38541, 0.05313], [2.03387, -1.77836, -0.24350], [4.43382, -1.27875, 0.13680], [5.13940, -0.25952, 2.28810], [3.45684, 0.24050, 4.01589], [1.24814, 0.39099, 4.75677], [0.28389, -1.02862, 4.33094], [0.01334, 0.51028, 3.50859], [0.37104, 2.05368, 1.13816], [0.23153, 3.56755, 0.00936], [-1.60759, 4.31768, -0.07722], [-2.58575, 3.50942, -0.67033], [-3.93966, 3.80478, -0.60664], [-4.35542, 4.94674, 0.06609], [-3.40815, 5.76992, 0.65628], [-2.05529, 5.45754, 0.58446], [0.60829, 3.06876, -1.88706], [-0.10184, 3.48094, -3.01236], [0.36260, 3.22335, -4.29984], [1.56287, 2.55380, -4.48349], [2.28416, 2.12362, -3.37488], [1.80523, 2.37551, -2.09753], [1.47508, 5.05557, 0.29658], [1.23520, 6.32436, -0.22751], [2.15116, 7.35415, -0.06113], [3.33127, 7.12300, 0.63399], [3.58477, 5.86476, 1.15909], [2.66131, 4.84087, 0.99389], [0.64431, 2.44376, 2.12925], [-2.28343, 2.63006, -1.24930], [-4.66603, 3.15746, -1.08394], [-5.40762, 5.19332, 0.12744], [-3.72510, 6.66223, 1.18276], [-1.34138, 6.11432, 1.07037], [-1.02325, 4.04155, -2.89357], [-0.20286, 3.57138, -5.15661], [1.94205, 2.37732, -5.48375], [3.23002, 1.60935, -3.50393], [2.37039, 2.03402, -1.23529], [0.32298, 6.51720, -0.78373], [1.94572, 8.33452, -0.47361], [4.05025, 7.92230, 0.76477], [4.50523, 5.68296, 1.70127], [2.85466, 3.85746, 1.41069], [-0.55994, -1.83193, -4.83866], [0.21410, -0.62316, -4.31811], [-0.02784, -0.39607, -2.89681], [-0.22874, -0.26783, -1.77667], [-0.35171, -1.96794, -5.89833], [-1.63223, -1.68880, -4.71514], [-0.27194, -2.74139, -4.31356], [-0.06404, 0.30345, -4.82178], [1.29315, -0.72960, -4.44030]]}

{"formula": "C12H21N7O3", "method": "ωB97M-V/def2-TZVPD", "homo_ev": -8.36, "e_tot_ev": -29356.99488, "de_lowest_kcal_mol": 66.4, "lumo_energy_ev": 0.691, "smiles": "[H]/N=C(\\N)NCCC[C@H](NC(=O)[C@@H](N)Cc1c[nH]cn1)C(=O)O", "largest_force_ha_per_bohr": 0.0839, "elements": ["C", "C", "C", "C", "C", "C", "C", "C", "C", "C", "C", "C", "H", "H", "H", "H", "H", "H", "H", "H", "H", "H", "H", "H", "H", "H", "H", "H", "H", "H", "H", "H", "H", "N", "N", "N", "N", "N", "N", "N", "O", "O", "O"], "positions_angstrom": [[-3.02554, -1.45130, 0.61272], [-2.33781, -1.25283, -0.70102], [-3.45204, -0.14169, 1.30182], [-2.91931, 1.07784, 0.59963], [-3.42296, 1.50376, -0.63024], [-1.79816, 2.80229, 0.16229], [-0.06602, -0.70463, 0.21913], [0.78315, 0.47181, 0.06454], [0.81110, -2.03644, 0.16539], [1.86104, -2.08635, -1.01710], [3.00254, -1.09589, -1.21049], [4.33323, 0.42567, 0.33542], [-2.26301, -2.34911, 2.45390], [-2.37129, -3.41275, 1.33330], [-3.93896, -1.93467, 0.22098], [-4.52574, -0.20570, 1.41860], [-2.87748, -0.19298, 2.23652], [-4.26944, 1.31828, -1.27787], [-1.00475, 3.49022, 0.08102], [-2.41642, 2.86881, -1.85379], [-0.92289, -0.45220, -1.64326], [-0.48689, -0.72080, 1.24651], [0.08003, -2.81788, 0.05342], [1.24624, -2.09772, 1.16602], [1.23139, -2.14862, -1.93119], [2.14346, -3.13102, -0.82391], [2.68790, -0.08879, -1.65138], [3.69761, -1.58738, -1.92812], [3.92107, -1.44225, 0.78584], [5.47251, 1.60450, 1.48721], [4.26538, 1.35679, -1.47205], [4.39680, 2.36982, -0.29444], [1.86016, 1.72466, 1.02134], [-2.13778, -2.41968, 1.43938], [-1.92748, 1.80442, 1.06883], [-2.57775, 2.60842, -0.88271], [-1.10521, -0.71620, -0.68326], [3.77032, -0.76611, 0.05715], [5.09312, 0.59686, 1.40495], [3.99742, 1.47958, -0.54245], [-2.99677, -1.29975, -1.75449], [0.82219, 1.15317, -0.93486], [1.63339, 0.72960, 1.05506]]}